Entry 1:
This record from the OMol25 dataset describes a cluster of 2 separate species, CH4OS in total at a distorted geometry. The level of theory is wB97M-V/def2-TZVPD.

Output
Kohn-Sham gap (alpha / beta)	0.12938 / 0.22996	Eh
E	-513.83884	Eh
net charge	-1
2S+1	2

```
7
Properties=species:S:1:pos:R:3:lowdin_charge:R:1
S -0.193 1.678 0.295 0.397
H 0.698 1.067 -0.554 -0.194
H -0.146 3.018 0.558 -0.258
O 0.184 -1.216 -0.200 -0.418
C 0.021 -2.498 -0.246 -0.440
H 0.859 -3.186 -0.041 -0.044
H -0.617 -2.906 -1.043 -0.043
```

Entry 2:
This record from the OMol25 dataset describes a cluster of 3 separate species, C2H10NO3 in total at a distorted geometry. The level of theory is wB97M-V/def2-TZVPD.

Output
Kohn-Sham gap	0.29430	Eh
E	-362.64898	Eh
net charge	-1
2S+1	1

```
16
Properties=species:S:1:pos:R:3:lowdin_charge:R:1
C 0.771 -0.640 0.247 -0.416
O -0.194 0.276 0.757 -0.374
C 0.379 -1.132 -1.141 -0.344
N 0.763 -0.120 -2.107 -0.049
H 1.861 -0.334 0.113 0.112
H 0.735 -1.524 0.813 0.064
H 0.602 -2.152 -1.468 0.088
H -0.699 -1.236 -1.089 0.085
H -0.131 0.008 -2.685 0.072
H 0.803 0.827 -1.718 0.058
H -1.748 1.118 0.481 0.109
H -2.045 1.285 -1.185 -0.023
O -2.281 1.690 -0.335 -0.225
H -0.180 0.790 3.642 -0.038
H 0.661 0.481 2.308 0.052
O 0.703 0.664 3.367 -0.171
```

What are the energy relative to the best compared isomer or geometry (same formula, charge and spin) values for these records? In order: 10.1, 36.6 kcal per mole.